C53H63Br2ClN5O2PbSSi2Te | ωB97M-V/def2-TZVPD

```
131
Properties=species:S:1:pos:R:3:mulliken_spin:R:1
Pb -0.00138 -0.27189 0.15864 -0.0031
C 1.78908 5.92457 5.91822 0.0000
C 0.44952 5.39356 5.40316 -0.0003
C -0.38789 6.60048 4.94769 0.0000
C -0.27117 4.68081 6.55605 0.0000
C 0.62155 4.43506 4.22729 0.0014
C -0.49527 3.91542 3.58130 0.0005
C -0.34521 3.10067 2.48492 -0.0016
Br -1.96641 2.52127 1.64178 -0.0002
C 0.90282 2.70468 1.90786 -0.0016
O 0.99546 1.99094 0.84244 0.0095
C 2.03983 3.21728 2.61985 0.0016
C 1.85541 4.06159 3.71042 -0.0017
C 3.50256 2.97097 2.18907 0.0007
C 4.37340 2.58581 3.39723 -0.0006
C 3.67032 1.84898 1.15653 0.0032
C 4.03600 4.27632 1.57295 0.0002
H 1.62079 6.59811 6.76288 0.0000
H 2.30987 6.48066 5.13589 0.0000
H 2.43323 5.11192 6.25806 0.0000
H -0.53394 7.30297 5.77494 0.0000
H -1.36683 6.28383 4.58824 0.0000
H 0.11803 7.12074 4.13183 0.0000
H -0.47502 5.37985 7.37390 0.0000
H 0.34235 3.86445 6.94075 0.0000
H -1.21607 4.25568 6.21762 0.0000
H -1.49896 4.13624 3.92264 0.0000
H 2.74534 4.45514 4.18277 0.0000
H 3.99414 1.67131 3.85403 0.0010
H 4.40695 3.36083 4.16438 0.0000
H 5.40058 2.40583 3.06661 -0.0001
H 3.26782 0.91010 1.53722 -0.0025
H 4.73568 1.71036 0.93853 0.0001
H 3.13842 2.07360 0.23659 -0.0016
H 4.01461 5.09447 2.29648 -0.0001
H 3.41334 4.56096 0.72186 0.0000
H 5.06621 4.14782 1.22460 0.0001
O -2.11381 -1.72620 1.49097 -0.0072
N -1.68532 -2.51862 2.43403 0.0044
C -1.35943 -3.78860 2.11936 0.0002
C -0.84812 -4.67497 3.03500 0.0072
C -0.65114 -4.23924 4.34628 0.0013
C -1.01520 -2.95649 4.67972 -0.0017
C -1.58688 -2.06561 3.74476 -0.0022
S -2.15713 -0.53554 4.17435 0.0022
H -1.50493 -4.04185 1.07884 0.0039
H -0.59266 -5.67802 2.72116 0.0009
H -0.22404 -4.90241 5.08935 0.0000
H -0.87488 -2.58404 5.68394 -0.0005
Br 3.39858 -0.29906 7.08409 0.0030
C 2.76210 -0.79868 5.35237 0.0673
C 1.83614 -0.00440 4.69579 -0.0253
C 1.41725 -0.36943 3.43463 0.0454
C 1.88194 -1.53309 2.79637 -0.1301
C 2.80955 -2.32036 3.50970 0.1225
C 3.25225 -1.95297 4.76699 -0.0328
N 1.38476 -1.83105 1.54760 0.1747
C 1.66206 -2.97998 0.93619 0.2413
C 1.05398 -3.39308 -0.26185 0.0969
C 1.37194 -4.65377 -0.84218 0.0940
C 0.73436 -5.06665 -1.97923 0.0099
C -0.23639 -4.23329 -2.56869 0.2041
C -0.48428 -3.01545 -1.96054 -0.0709
N 0.12298 -2.59068 -0.86289 0.1311
H 1.43560 0.88352 5.16665 0.0000
H 0.68766 0.24768 2.92917 0.0161
H 3.20592 -3.23072 3.08168 0.0035
H 3.98064 -2.56117 5.28767 -0.0017
H 2.34757 -3.69672 1.38287 0.0475
H 2.12213 -5.27420 -0.36665 -0.0018
H 0.96654 -6.02920 -2.42098 0.0051
H -0.76596 -4.52913 -3.46403 0.0165
H -1.21884 -2.32870 -2.37363 -0.0433
Cl 2.42940 3.23782 -4.62779 0.0000
C 1.18914 3.55273 -3.45894 0.0000
C 0.80554 4.84841 -3.16251 0.0000
C -0.20284 5.02243 -2.22457 0.0000
C -0.79723 3.90542 -1.66067 0.0000
N -0.42902 2.66666 -1.96645 0.0013
C 0.56149 2.48840 -2.83282 -0.0033
H 1.28438 5.69541 -3.63450 0.0000
H -0.53264 6.01507 -1.94985 0.0000
H -1.59845 3.99085 -0.93594 -0.0001
H 0.86624 1.46583 -3.02090 0.0013
C 0.27153 -0.79653 -4.59764 0.0157
Si -1.42865 -0.22722 -5.16453 -0.0019
C -1.22684 0.56724 -6.88188 0.0000
C -2.53811 -1.74774 -5.39136 -0.0015
C -2.24304 1.09294 -4.09864 -0.0004
Te -2.46095 0.73176 -1.94591 -0.0013
C -4.32878 -0.32632 -2.45022 -0.0004
Si -5.01156 -1.69638 -1.34701 -0.0004
C -4.13172 -3.34133 -1.65543 0.0048
C -6.79554 -1.92473 -2.00149 0.0001
C -5.11325 -1.25706 0.47107 0.0002
H 0.48194 -1.80498 -4.96220 -0.0075
H 0.35951 -0.82572 -3.51158 -0.0100
H 1.06149 -0.13814 -4.96861 0.0017
H -0.80971 -0.14156 -7.60151 0.0000
H -0.54847 1.42238 -6.82623 0.0000
H -2.18089 0.92509 -7.27670 0.0000
H -2.03474 -2.48590 -6.01973 0.0003
H -3.48723 -1.49466 -5.86964 0.0000
H -2.76103 -2.22170 -4.43260 0.0025
H -3.25759 1.28636 -4.45288 0.0000
H -1.69180 2.02730 -4.20314 0.0000
H -4.19314 -0.71765 -3.46046 0.0001
H -5.09094 0.45455 -2.51218 0.0000
H -3.99790 -3.53372 -2.72294 -0.0013
H -4.69836 -4.17585 -1.23639 0.0002
H -3.14599 -3.34157 -1.18713 -0.0036
H -6.80689 -2.12097 -3.07695 0.0000
H -7.38848 -1.02313 -1.82661 0.0000
H -7.30511 -2.75544 -1.50630 0.0000
H -4.11717 -1.24687 0.92777 0.0005
H -5.72881 -1.97714 1.01512 0.0000
H -5.54918 -0.26460 0.61204 0.0000
N 8.29872 -0.14035 -6.00462 -0.0001
C 7.38395 -0.15335 -5.30431 0.0001
C 6.25118 -0.17142 -4.44301 -0.0008
C 6.11046 0.79165 -3.43775 0.0008
C 5.00300 0.78101 -2.61754 -0.0011
C 4.00317 -0.19125 -2.77267 -0.0004
C 4.16423 -1.16504 -3.77189 -0.0022
C 5.26764 -1.15506 -4.59703 0.0004
C 2.84223 -0.18695 -1.95760 0.0051
C 1.80978 -0.18369 -1.30807 0.0157
H 6.88003 1.54257 -3.31373 0.0001
H 4.88829 1.52462 -1.83995 -0.0001
H 3.40265 -1.92551 -3.88189 -0.0009
H 5.38586 -1.90417 -5.36946 0.0001
```

As for the HOMO-LUMO gap (spin up / spin down): 4.6 / 5.2 eV. The multiplicity is 2. Its total charge is -2.